No. 1
87
Properties=species:S:1:pos:R:3:forces:R:3 method="wB97M-V/def2-TZVPD" orbital_gap_ev="6.42 / 7.68" total_charge=-1 e_above_lowest_kcal_mol=0.0 e_lumo_ev="2.72 / 2.70" e_homo_ev="-3.7 / -5.0" spin_multiplicity=6
Fe -0.163674 -0.757419 -0.716097 1.326 1.605 0.769
Cl 0.719752 -1.070473 -2.714979 1.281 -0.086 -1.065
P -1.012246 1.607944 -0.769298 0.978 1.274 0.657
C -1.844722 -1.053924 -1.321149 -3.124 -2.709 -1.203
H -2.444152 -1.894244 -0.873422 -0.067 0.835 -0.373
H -2.068679 -0.946093 -2.410705 0.061 -0.150 0.795
C -0.525218 2.958499 0.475448 -0.135 0.117 -0.750
C -2.852843 1.708168 -0.911343 0.103 0.302 -0.059
C -1.288231 2.782066 1.771939 -0.138 -0.688 0.837
H 0.539580 2.713026 0.644648 -0.175 0.174 0.120
C -0.729902 3.642334 2.899328 0.073 0.079 -0.195
H -2.354139 3.019379 1.633407 0.274 0.137 -0.039
H -1.226090 1.684599 2.127683 -0.296 2.000 -0.741
C -0.648408 5.124548 2.527251 -0.077 -0.150 0.131
H -1.361773 3.491450 3.784469 0.232 0.097 -0.066
H 0.266448 3.262721 3.167710 -0.145 0.057 -0.009
C -0.026078 5.342269 1.144822 0.032 -0.067 0.034
H -1.659105 5.550639 2.557437 0.027 0.035 -0.109
H -0.056668 5.649041 3.285226 -0.073 0.155 -0.063
C -0.614350 4.439066 0.054182 -0.026 -0.012 -0.117
H -0.141715 6.389494 0.842712 0.116 -0.027 0.036
H 1.049208 5.135475 1.216621 0.012 0.055 -0.042
H -1.669441 4.706462 -0.102697 0.282 -0.039 0.057
H -0.096008 4.629320 -0.894432 -0.116 0.101 0.322
C -0.254985 2.187257 -2.402193 -0.666 -0.262 0.203
C -3.506289 3.106873 -0.888356 0.011 -0.105 -0.110
H -3.030339 1.222998 -1.885844 -0.155 0.145 0.140
C -4.990751 2.975555 -1.238797 -0.042 -0.054 -0.002
H -3.413770 3.533638 0.120073 -0.051 -0.141 -0.261
H -3.016811 3.813880 -1.571051 -0.209 -0.241 0.145
C -5.735138 2.002884 -0.311018 0.001 0.037 0.111
H -5.457971 3.966839 -1.191980 -0.048 -0.121 -0.062
H -5.074187 2.623570 -2.275911 -0.025 0.033 0.053
C -5.016384 0.660926 -0.155706 0.316 0.059 -0.093
H -5.821676 2.459460 0.684201 0.003 0.020 -0.087
H -6.755896 1.843281 -0.678674 0.061 0.074 0.054
C -3.530375 0.857390 0.167981 -0.227 -0.299 0.297
H -5.472758 0.059992 0.642008 -0.053 0.112 -0.178
H -5.090231 0.083681 -1.087861 -0.038 0.027 0.081
H -3.433431 1.345655 1.148305 0.018 -0.124 -0.237
H -3.045281 -0.124302 0.243450 -0.127 0.414 0.078
C 1.208146 2.604005 -2.206644 0.062 0.155 0.084
H -0.275209 1.261024 -2.998097 0.092 0.266 -0.015
C 1.883675 2.972996 -3.535560 -0.127 -0.255 -0.094
H 1.255863 3.468543 -1.530401 0.041 -0.161 -0.155
H 1.780978 1.800891 -1.719259 -0.189 0.052 -0.138
C 1.089772 3.980236 -4.381972 0.026 0.071 0.209
H 2.883179 3.373868 -3.325755 -0.082 -0.093 -0.108
H 2.014376 2.051353 -4.119028 0.009 0.079 0.087
C -0.399212 3.635244 -4.486525 -0.022 -0.217 -0.044
H 1.204321 4.987830 -3.959256 -0.053 -0.100 0.053
H 1.521221 4.018405 -5.390286 -0.029 0.069 0.137
C -1.043372 3.265400 -3.145640 0.147 0.381 -0.002
H -0.947163 4.483091 -4.912864 0.068 -0.098 -0.097
H -0.516376 2.790312 -5.176642 -0.010 0.035 0.034
H -1.083787 4.169706 -2.521489 -0.090 -0.165 -0.207
H -2.081094 2.947555 -3.317253 0.249 0.020 0.028
C 2.192796 0.050195 0.705076 0.057 0.154 0.385
C 1.551965 -1.113081 0.645333 -1.025 -0.910 1.021
H 1.680643 0.967850 1.052772 0.264 -0.767 -0.055
C 2.117907 -2.439662 0.221801 0.967 -0.298 -0.090
H 0.534724 -1.188584 1.127948 0.512 0.310 -0.098
C 3.629655 -2.354086 -0.018122 0.465 0.340 0.322
H 1.958634 -3.224320 0.975419 -0.264 0.366 0.046
H 1.640854 -2.809986 -0.689188 -0.160 0.181 -0.022
C 4.121326 -1.019935 -0.588320 -0.195 0.289 0.186
H 4.159903 -2.427447 0.943530 -0.253 -0.243 0.013
H 3.980720 -3.188265 -0.622961 -0.052 -0.071 -0.102
C 3.637745 0.143717 0.330376 0.613 -0.095 -0.881
H 5.219490 -1.032195 -0.551745 -0.184 0.055 -0.181
H 3.827567 -0.867511 -1.638777 -0.169 -0.017 0.393
H 4.314793 0.142463 1.214699 -0.671 0.269 -0.271
H 3.754808 1.094683 -0.202337 0.341 -0.021 0.184
Br -3.090043 -1.795197 3.160395 -0.089 -0.294 0.121
C -1.348830 -2.351329 3.649231 1.252 -0.070 0.145
C -1.064010 -3.716047 3.763389 0.145 0.276 -0.007
C 0.242703 -4.139697 4.044185 -0.151 0.313 0.059
C 1.248341 -3.199632 4.299158 -0.170 -0.175 0.013
C 0.954262 -1.839618 4.246320 -0.317 -0.374 -0.111
C -0.320113 -1.408953 3.864839 -0.165 -0.442 -0.135
C -0.480699 0.055397 3.535426 -1.096 0.655 -0.764
O -0.055897 0.904515 4.329622 0.083 -0.385 -0.304
O -1.083598 0.246949 2.408761 1.341 -1.950 1.461
H -1.861344 -4.436420 3.606017 0.144 0.052 -0.004
H 0.460656 -5.207770 4.071168 -0.043 0.267 0.034
H 2.262571 -3.524707 4.536042 -0.270 0.017 -0.043
H 1.707159 -1.084371 4.470046 -0.196 -0.143 -0.141

No. 2
97
Properties=species:S:1:pos:R:3:forces:R:3 method="wB97M-V/def2-TZVPD" orbital_gap_ev=7.73 smiles="CCCCCCCc1c(CCCOC(C)=O)ccc2c1C(=O)C(S(=O)(=O)C(F)(F)C(F)(F)F)=CC2=O.COC[C@@H](C)N.COC[C@@H](C)N" e_lumo_ev=-1.57 e_homo_ev=-9.3
C 4.836277 -1.727431 0.000669 0.135 0.329 -0.275
C 4.788693 -1.296524 -1.473955 -0.409 -0.090 -0.046
C 4.401220 -2.410474 -2.446179 0.010 -0.198 0.054
C 3.128810 -3.182945 -2.067280 0.502 0.170 0.507
C 1.934917 -2.307999 -1.684450 -0.703 -0.254 -0.821
C 0.892109 -2.192906 -2.821597 0.663 -0.524 0.173
C -0.280290 -3.154686 -2.619081 -0.510 0.507 -0.384
C -1.182157 -2.905399 -1.423671 -0.146 -0.076 0.423
C -1.264713 -3.834423 -0.351422 0.053 0.413 0.000
C -0.416108 -5.092969 -0.236281 -0.133 0.317 0.641
C 0.241591 -5.284606 1.152586 0.044 -0.324 -0.276
C 1.684675 -4.812038 1.235119 0.279 0.019 -0.075
O 2.072441 -4.528218 2.583639 -0.055 -0.117 -0.328
C 1.523012 -3.422464 3.151207 0.049 0.056 0.058
C 1.597538 -2.099795 2.453193 -0.160 0.247 -0.568
O 1.041863 -3.510133 4.237451 -0.164 -0.118 0.762
C -2.182845 -3.630365 0.691317 -0.108 0.546 -0.276
C -3.008039 -2.517703 0.733036 0.279 -0.222 -0.588
C -2.908294 -1.586160 -0.292120 0.192 -0.117 -0.031
C -2.011357 -1.750360 -1.359498 0.147 -0.605 0.489
C -2.023961 -0.679838 -2.403907 -0.041 -0.184 0.317
O -1.747792 -0.852343 -3.558567 0.249 -0.005 -0.570
C -2.437190 0.673733 -1.915780 0.347 0.172 0.294
S -1.890962 2.160307 -2.709243 -1.509 0.898 -0.504
O -2.351569 2.209546 -4.061120 0.605 -0.544 -0.159
O -2.261723 3.261300 -1.871399 0.483 -0.203 0.415
C -0.037892 2.170552 -2.695084 0.030 0.152 0.057
F 0.291600 3.399851 -3.104728 -0.077 0.132 -0.014
F 0.458627 1.287189 -3.561878 0.013 -0.223 0.051
C 0.594236 1.946629 -1.295671 0.536 0.000 -0.512
F 0.583358 0.644128 -1.008046 -0.223 -0.260 0.186
F 1.867648 2.343234 -1.345185 0.047 -0.026 0.045
F -0.023731 2.617849 -0.349635 -0.162 0.054 0.270
C -3.278046 0.825285 -0.898342 0.087 0.113 0.004
C -3.812770 -0.409238 -0.267760 0.564 -0.124 -0.365
O -4.915673 -0.441552 0.198981 -0.749 0.060 0.547
H 5.863378 -1.853055 0.331994 0.085 -0.105 0.130
H 4.305211 -2.653628 0.196406 -0.054 -0.130 -0.014
H 4.372631 -0.955840 0.605013 0.034 0.067 0.333
H 4.074182 -0.480394 -1.569822 -0.042 0.119 -0.068
H 5.743144 -0.878077 -1.782845 0.151 0.023 -0.008
H 4.289391 -2.020244 -3.457705 0.077 0.203 -0.070
H 5.228242 -3.121482 -2.475031 0.037 -0.149 -0.157
H 3.382544 -3.823826 -1.223436 -0.002 -0.126 0.089
H 2.882688 -3.867073 -2.878072 -0.179 -0.031 -0.117
H 2.226139 -1.307096 -1.397257 0.231 0.061 0.336
H 1.411853 -2.780770 -0.859210 -0.004 0.225 0.394
H 1.400438 -2.526848 -3.726211 -0.111 0.170 -0.288
H 0.587048 -1.173232 -3.005185 -0.223 0.146 0.110
H -0.919702 -3.078743 -3.495373 -0.041 -0.055 -0.144
H 0.109480 -4.164205 -2.635757 0.012 -0.217 0.254
H -1.083814 -5.941553 -0.365762 -0.037 -0.118 -0.317
H 0.360561 -5.142992 -0.988828 0.022 -0.064 -0.217
H 0.240541 -6.354055 1.350929 -0.007 -0.095 0.224
H -0.330582 -4.834680 1.958265 -0.112 0.154 -0.020
H 1.890679 -3.956954 0.599660 -0.121 0.174 -0.084
H 2.343496 -5.606907 0.899053 0.176 -0.048 0.047
H 1.644777 -2.149539 1.370910 0.079 -0.060 -0.121
H 0.712559 -1.534384 2.723919 -0.094 0.070 0.095
H 2.465680 -1.536275 2.786969 0.198 -0.124 0.111
H -2.263039 -4.343311 1.497674 0.068 -0.157 -0.001
H -3.731549 -2.361886 1.517172 -0.052 -0.033 0.103
H -3.639150 1.779638 -0.522859 -0.101 0.115 -0.067
C 5.680002 1.000241 2.621218 -0.043 -0.083 -0.313
O 4.305573 0.652580 2.609529 0.061 0.041 0.217
C 3.558194 1.153257 3.706071 -0.210 -0.090 0.041
C 3.104332 2.612946 3.565819 0.210 0.066 -0.181
C 4.215028 3.632447 3.799029 -0.006 0.076 0.119
N 2.482423 2.878682 2.265062 -0.053 -0.221 0.031
H 6.082568 1.046591 3.636227 -0.051 0.038 0.035
H 5.843239 1.952824 2.112827 0.097 0.055 0.114
H 6.218125 0.231320 2.066734 -0.040 -0.036 0.023
H 2.662739 0.527412 3.754793 0.008 0.004 -0.039
H 4.107979 0.994699 4.642510 0.055 0.080 -0.009
H 2.345089 2.776690 4.336039 -0.029 -0.072 0.010
H 4.880033 3.715726 2.939986 -0.003 -0.055 -0.025
H 3.785490 4.619448 3.967445 -0.025 -0.005 -0.044
H 4.814022 3.372665 4.674100 0.008 -0.011 -0.012
H 1.666669 2.282568 2.154653 -0.067 0.097 0.030
H 3.124920 2.563020 1.542377 0.023 0.102 -0.007
C -6.705189 6.602268 0.289878 -0.015 -0.025 0.176
O -7.249964 5.334004 0.604377 0.028 0.068 -0.077
C -7.418280 4.457846 -0.492832 -0.135 -0.200 0.023
C -6.149567 3.708359 -0.918044 0.183 0.213 0.094
C -5.143987 4.555442 -1.689911 -0.138 0.009 -0.152
N -5.457447 3.094893 0.225442 -0.187 -0.043 0.046
H -7.040853 6.950643 -0.690977 0.031 -0.016 -0.035
H -5.613360 6.587712 0.319270 0.010 0.042 -0.111
H -7.052961 7.304196 1.047539 -0.030 -0.025 0.000
H -8.153437 3.719733 -0.160458 0.011 0.023 0.052
H -7.862412 4.992039 -1.342998 0.093 0.033 -0.036
H -6.472616 2.900200 -1.581953 -0.073 -0.019 0.035
H -4.574196 5.216117 -1.036904 -0.024 -0.006 0.047
H -4.430579 3.904724 -2.182427 0.062 0.042 -0.026
H -5.629978 5.163593 -2.455904 -0.051 0.003 0.043
H -6.079224 2.431244 0.680352 0.059 -0.091 -0.067
H -5.312708 3.822247 0.921201 0.083 0.019 -0.037

No. 3
95
Properties=species:S:1:pos:R:3:forces:R:3 method="wB97M-V/def2-TZVPD" orbital_gap_ev=7.21 e_lumo_ev=0.26 e_homo_ev=-6.9
Pt 0.040648 0.353082 -0.065954 0.092 -0.130 -0.911
C -0.721483 -3.042608 2.077500 -0.016 0.144 -0.045
Sb 0.920488 -1.741808 2.537401 -0.283 -0.312 0.117
C 0.067911 0.191836 2.016003 0.045 0.178 0.075
C 0.995001 1.237003 2.627194 0.009 -0.062 0.030
C 1.528154 1.115672 3.925265 0.014 -0.023 -0.057
C 2.318826 2.116539 4.451310 0.014 0.030 -0.002
C 2.583683 3.247226 3.690821 0.000 -0.003 0.009
C 2.018804 3.302220 2.432544 0.000 -0.022 0.011
N 1.254828 2.340818 1.916573 0.091 -0.018 0.114
Si -1.538266 0.424965 3.028052 0.021 -0.010 0.051
C -1.903621 2.265431 3.151012 -0.012 0.002 -0.004
C -1.306611 -0.190431 4.806876 0.012 0.008 -0.001
C -3.114558 -0.420672 2.465982 0.016 -0.009 0.010
C 2.299350 -2.287627 0.888711 0.205 0.380 -0.013
C 2.885543 -0.986988 0.403185 0.013 -0.119 -0.077
C 4.277095 -0.846467 0.290535 0.006 -0.009 -0.008
C 4.864819 0.308593 -0.167352 -0.007 0.001 0.001
C 4.047543 1.367159 -0.525954 0.008 -0.003 0.000
C 2.692130 1.190941 -0.417528 0.040 0.007 -0.027
N 2.105476 0.055391 0.018822 -0.101 0.046 0.129
Si 1.831874 -3.294998 -0.677158 0.059 -0.049 0.019
C 3.269902 -3.157309 -1.877113 -0.043 -0.040 -0.044
C 0.342572 -2.674069 -1.580707 -0.170 0.106 0.107
C 1.581809 -5.127457 -0.316244 0.050 -0.046 0.019
Si 3.523296 -3.340233 1.948456 0.038 0.098 0.044
C 2.595131 -4.708761 2.844113 -0.019 -0.059 -0.026
C 4.354347 -2.296722 3.280478 -0.001 0.023 -0.018
C 4.911845 -4.213449 1.016695 -0.057 -0.081 -0.050
H -1.252264 -3.285390 2.998169 -0.022 0.013 0.004
H -0.330310 -3.963129 1.646554 0.084 0.014 0.095
H -1.393482 -2.565667 1.366310 0.095 -0.009 0.029
H 1.328654 0.236937 4.519540 -0.003 -0.027 -0.011
H 2.726820 2.013010 5.449239 0.003 0.001 -0.001
H 3.202683 4.053647 4.058355 -0.005 0.002 0.003
H 2.184835 4.164028 1.792177 0.000 0.011 -0.003
H -1.178223 2.769521 3.793455 0.011 -0.003 0.000
H -2.898754 2.424194 3.574794 0.006 -0.007 0.020
H -1.873374 2.754366 2.177464 -0.040 0.007 0.042
H -0.814428 0.554440 5.433974 0.021 -0.009 -0.003
H -0.731641 -1.117327 4.883075 -0.022 -0.009 0.014
H -2.289070 -0.388112 5.242386 -0.010 0.028 -0.004
H -3.572614 0.059545 1.606307 -0.021 0.004 -0.043
H -3.812868 -0.313250 3.301736 -0.007 -0.003 0.000
H -3.012422 -1.482941 2.252174 0.025 0.012 -0.010
H 4.902871 -1.682080 0.555498 -0.004 0.025 0.000
H 5.942151 0.378978 -0.244746 0.003 0.000 -0.002
H 4.436249 2.306353 -0.890840 0.006 -0.001 0.003
H 2.023099 1.994155 -0.680547 -0.009 -0.015 0.004
H 3.413105 -2.121174 -2.190845 -0.007 0.012 -0.008
H 2.983923 -3.713633 -2.775177 0.034 -0.011 -0.009
H 4.222653 -3.553511 -1.523300 -0.054 0.024 0.017
H 0.671342 -2.081272 -2.432708 -0.029 0.105 -0.072
H -0.300151 -2.044358 -0.966708 -0.039 -0.033 0.028
H -0.264812 -3.493674 -1.966839 0.018 -0.109 -0.047
H 2.515640 -5.643317 -0.083855 -0.077 -0.012 0.022
H 1.184597 -5.571355 -1.233195 0.021 0.011 -0.027
H 0.870296 -5.341817 0.482164 -0.037 0.019 -0.079
H 1.924545 -4.332008 3.617500 0.003 0.016 0.007
H 3.341504 -5.334292 3.342452 0.009 0.006 0.013
H 2.023816 -5.354366 2.177403 0.072 0.038 0.099
H 3.681371 -2.136871 4.123306 -0.003 -0.008 0.005
H 4.682660 -1.316347 2.932094 0.000 -0.005 -0.006
H 5.234754 -2.830983 3.648020 0.001 0.001 0.005
H 4.541985 -4.988965 0.343787 0.027 0.035 0.019
H 5.528956 -4.705902 1.773639 0.002 -0.012 0.001
H 5.566135 -3.561953 0.437780 0.013 -0.025 0.009
C -2.624965 -4.401895 -0.441254 0.108 0.015 -0.016
C -3.107431 -3.055605 -0.873552 -0.048 -0.103 -0.022
N -2.655516 -1.915873 -0.451263 -0.112 0.071 0.139
C -3.342729 -0.870960 -1.014880 0.027 0.073 -0.115
C -4.318365 -1.234710 -1.897549 0.092 0.042 -0.024
S -4.396139 -2.928756 -2.014610 -0.006 -0.020 -0.024
C -3.101741 0.548056 -0.695160 -0.096 -0.017 -0.002
C -4.105197 1.459829 -0.807514 -0.058 -0.079 0.085
S -3.521615 3.040212 -0.589909 -0.028 0.001 -0.047
C -1.951983 2.435969 -0.337679 0.098 0.120 -0.021
N -1.874133 1.122153 -0.384713 0.020 -0.134 0.534
C -0.815218 3.378061 -0.163764 -0.111 -0.031 -0.028
H -1.795840 -4.286946 0.250975 -0.092 -0.039 -0.111
H -2.289164 -4.986769 -1.298108 -0.011 -0.004 -0.012
H -3.423423 -4.955196 0.054427 -0.002 -0.002 0.006
H -4.947450 -0.603357 -2.500344 0.018 0.057 -0.015
H -5.144198 1.264285 -1.003157 -0.024 -0.055 0.010
H -1.181915 4.397294 -0.040514 -0.022 0.010 -0.004
H -0.195553 3.322805 -1.062664 0.006 0.012 -0.006
H -0.196665 3.087731 0.689591 -0.013 0.008 -0.126
C -2.191032 1.561890 -3.804822 0.020 0.018 0.057
O -1.440619 0.515011 -4.409655 0.060 0.073 -0.061
C -0.216251 0.185388 -3.955465 -0.349 -0.429 0.275
S 0.588457 -0.959183 -4.815968 0.077 0.154 0.015
S 0.395191 0.998576 -2.531921 0.293 0.082 0.230
H -3.092005 1.648097 -4.409037 -0.007 0.002 -0.015
H -1.637012 2.500090 -3.816466 -0.004 0.007 -0.014
H -2.455643 1.313616 -2.777463 0.076 0.047 -0.253

Result set for max |F|: 0.084, 0.036, 0.018 hartree/bohr, one per record in the order listed.